Version one
ORCA calculation (ωB97M-V/def2-TZVPD) on a molecular structure, C5H11N2O.

Net charge: +1
Spin multiplicity: 1
Orbital gap: 5.03 eV

```
19
Properties=species:S:1:pos:R:3:lowdin_charge:R:1
H 2.94117 1.23856 -1.02575 0.1491
H 0.42513 -0.15300 -0.61461 0.1603
C 0.85099 0.27642 1.45257 -0.0293
O 2.72303 -1.83674 0.05519 0.1787
C 1.05492 0.56332 -0.04053 -0.2035
C -2.72415 -0.40755 -0.05563 -0.3878
H 0.76957 1.53754 -0.42832 0.1177
H -0.20986 0.32016 1.70030 0.0757
H -2.52267 -1.25970 0.60841 0.1192
H 4.12648 -0.90800 -1.02865 0.1468
H -2.30880 1.42031 -0.48582 0.0712
N -1.90851 0.59450 -0.02756 0.0719
N -3.92305 -0.77992 -0.79455 0.0680
H -3.93172 0.18976 -0.19651 0.1230
C 3.17998 -0.85280 -0.46735 -0.1671
H -3.75533 -0.60548 -1.79191 0.0819
H 1.30858 -0.70258 1.59573 0.0764
H 1.46124 0.94988 2.07699 0.1024
C 2.44300 0.41530 -0.53200 0.2454
```

***

Version two
ORCA calculation (ωB97M-V/def2-TZVPD) on a gas-phase ion, C5H11N2O (charge +1).

SMILES: N/C=[NH+]\CCCC=O
Net charge: +1
Spin multiplicity: 1
Orbital gap: 9.39 eV

```
19
Properties=species:S:1:pos:R:3:lowdin_charge:R:1
H 1.08919 -1.12275 1.06399 0.1247
H -1.40375 -0.65397 0.36044 0.1400
N -0.32755 -1.18383 -1.28618 0.0854
C 0.64366 -0.16703 0.79345 -0.1639
C 0.17883 0.49047 2.10764 -0.1607
C -0.50952 -0.88060 -2.53480 -0.1303
H -0.33159 -1.63149 -3.27987 0.1632
H 1.31982 2.15790 3.14554 0.1306
C -0.54723 -0.24816 -0.17186 -0.1437
H -1.34644 0.97913 -2.42110 0.1247
O 2.32851 0.43570 3.05092 0.0802
N -1.05331 0.22105 -3.01244 0.2023
C 1.35129 1.09707 2.84044 -0.2560
H -0.36920 -0.07817 2.86342 0.1332
H 0.03337 -2.11386 -1.12589 0.1747
H -1.10309 0.26394 -4.01664 0.1387
H -0.62579 1.17288 1.80747 0.1100
H 1.37693 0.49143 0.33025 0.1261
H -0.70412 0.77030 -0.51477 0.1207
```

***

Name the least stable of them. version one.

***

Version one
ORCA calculation (ωB97M-V/def2-TZVPD) on a single C3H2N2O3 molecule.

SMILES: [H]/N=C1\NOC(=O)C1=O
Spin multiplicity: 1
Orbital gap: 8.54 eV

```
10
Properties=species:S:1:pos:R:3:lowdin_charge:R:1
C -0.05411 0.76331 -0.08589 -0.2097
H -3.11221 -0.13358 0.36855 0.1067
C -1.19093 -0.20457 -0.09761 -0.3157
O 0.06179 1.98766 -0.48493 0.1223
C 1.21238 -0.01732 0.08852 -0.2981
N -2.19696 0.47572 0.56609 0.1460
N -0.76396 -1.54267 -0.34668 0.1012
O 2.31931 0.17168 0.49550 0.1936
H -1.02279 -1.74720 0.70951 0.1887
O 0.75109 -1.39672 -0.26609 -0.0349
```

***

Version two
ORCA calculation (ωB97M-V/def2-TZVPD) on a molecular structure, C3H2N2O3.

Spin multiplicity: 1
Orbital gap: 11.16 eV

```
10
Properties=species:S:1:pos:R:3:lowdin_charge:R:1
C -0.10180 -0.15956 0.42997 -0.5354
H -2.66137 1.82610 -0.31793 0.2034
O -1.01076 1.21283 -1.64382 0.0599
O -1.35272 0.21857 0.31257 0.1126
O 0.30009 -0.85086 -0.55637 0.1537
N 1.83672 -0.54968 1.03699 0.0383
C 1.62371 -1.16669 -0.01960 -0.0988
N 0.71881 0.05083 1.40799 0.1271
H 2.16908 -1.96818 -0.67032 0.1714
C -1.67012 1.15788 -0.58131 -0.2324
```

***

Name the least stable of them. version one.

***

Version one
ORCA calculation (ωB97M-V/def2-TZVPD) on a single C3H2N2O3 molecule.

SMILES: O=C1N=NO/C1=C\O
Spin multiplicity: 1
Orbital gap: 7.27 eV

```
10
Properties=species:S:1:pos:R:3:lowdin_charge:R:1
C 1.44012 0.57666 0.06825 -0.2758
C 0.15388 -0.21443 -0.02327 -0.3444
H -1.28399 1.55439 0.56940 0.1813
O 1.51557 1.78903 -0.19910 0.0817
N 2.41614 -0.56396 0.09698 0.1070
O -2.15441 -0.44068 -0.00548 -0.0792
N 1.92280 -1.57803 0.03626 0.1499
H -3.15296 -0.04471 -0.56615 0.2839
C -1.12533 0.39865 0.19853 -0.1168
O 0.26818 -1.47690 -0.17542 0.0125
```

***

Version two
ORCA calculation (ωB97M-V/def2-TZVPD) on a single C3H2N2O3 molecule.

SMILES: O=c1cnonc1O
Spin multiplicity: 1
Orbital gap: 9.53 eV

```
10
Properties=species:S:1:pos:R:3:lowdin_charge:R:1
N 0.45466 -1.44901 -0.01924 0.1493
O -1.45213 1.60059 0.10759 0.1500
C -0.50617 0.87403 0.01235 -0.3357
O 1.76012 -0.89064 0.12443 -0.0692
N 1.89325 0.45752 -0.03475 0.0917
C 0.87808 1.21072 -0.10350 -0.0699
C -0.56239 -0.65912 -0.04216 -0.3031
O -1.79244 -1.21625 -0.06132 0.0776
H 1.04144 2.28845 -0.13826 0.1375
H -1.71441 -2.21629 0.15486 0.1719
```

***

Name the least stable of them. version one.

***

Version one
ORCA calculation (ωB97M-V/def2-TZVPD) on a single C3H2N2O3 molecule.

SMILES: O=c1oncnc1O
Spin multiplicity: 1
Orbital gap: 9.41 eV

```
10
Properties=species:S:1:pos:R:3:lowdin_charge:R:1
N -1.77182 0.68687 0.06898 0.0738
C 0.61363 -0.47892 -0.02059 -0.2730
N -0.42352 -1.28983 -0.07870 0.1762
H -2.50723 -1.11682 -0.09732 0.1040
H 2.56813 -0.36860 0.04191 0.1475
O -0.71192 1.53556 0.21206 0.0730
O 1.82502 -1.00229 0.19017 0.1301
O 1.50350 1.65054 -0.19382 0.1255
C -1.59370 -0.59868 -0.12014 -0.1750
C 0.49791 0.98216 -0.00256 -0.3821
```

***

Version two
ORCA calculation (ωB97M-V/def2-TZVPD) on a single C3H2N2O3 molecule.

SMILES: O=C1N=CON=CO1
Spin multiplicity: 1
Orbital gap: 10.04 eV

```
10
Properties=species:S:1:pos:R:3:lowdin_charge:R:1
O 0.46062 -1.34098 0.27110 0.0141
O 2.55304 -0.42528 0.45220 0.1057
N -1.70136 -0.22167 0.12100 0.1351
C -0.94078 -1.16600 -0.17272 -0.1621
H -0.68775 2.40491 -0.25130 0.1770
O -0.70269 0.55887 1.05021 -0.1484
C 1.38171 -0.22551 0.08217 -0.4936
N 1.13665 0.98549 -0.47479 0.1749
H -1.43320 -1.98785 -1.07281 0.2223
C -0.06623 1.41801 -0.00507 -0.0250
```

***

Name the least stable of them. version two.

***

Version one
ORCA calculation (ωB97M-V/def2-TZVPD) on a single C5H9NO2S molecule.

Spin multiplicity: 1
Orbital gap (spin up / spin down): 8.44 / 7.89 eV

```
18
Properties=species:S:1:pos:R:3:lowdin_charge:R:1
O 1.18488 -0.40542 0.83343 -0.0053
H 0.66851 0.74814 -2.09795 0.1401
H -0.51594 -0.61394 -1.76029 0.0873
C -0.09192 1.56587 0.58656 -0.2410
C 1.13483 -0.56086 -0.42918 -0.1170
H -1.17291 -1.62808 1.04074 0.0967
H 1.60415 -1.50272 -0.62204 0.1150
S -2.19514 0.28989 -0.38081 0.8798
H -3.04013 -1.70079 0.63482 0.0110
O -2.54390 0.00774 -1.78185 -0.5040
H 0.84580 0.80127 2.39588 0.0959
C 0.53692 0.61142 1.42394 -0.1378
N -0.76810 0.98272 -0.54300 -0.3654
C 0.12401 0.14448 -1.32824 -0.1690
C -2.07511 -1.49213 0.27009 -0.1832
H -0.81900 2.11911 1.14109 0.1098
H 0.56742 2.45030 0.25534 0.1619
H -1.97473 -2.08610 -0.61139 0.0251
```

***

Version two
ORCA calculation (ωB97M-V/def2-TZVPD) on a single C5H9NO2S molecule.

Spin multiplicity: 1
Orbital gap: 8.28 eV

```
18
Properties=species:S:1:pos:R:3:lowdin_charge:R:1
O -0.65327 -1.51678 -0.04707 -0.0546
C -0.79459 2.04945 0.20000 -0.0544
S 1.48559 -0.12096 -0.75642 0.9477
C -2.16666 0.08724 -0.63928 -0.0711
H -2.56196 -2.17090 -0.96684 0.1355
C 2.41600 -1.37533 0.29820 -0.2137
H 0.21153 -0.32713 1.24379 0.1387
H -2.84853 0.80055 -0.94914 0.1114
H -1.57126 2.40114 0.83793 0.0687
C -2.00174 -1.24205 -0.60786 -0.0160
H 3.30354 -0.85081 0.64781 0.0447
H 0.28972 2.16513 0.75866 0.1429
N -1.05067 0.68122 -0.13124 -0.1726
H 1.90239 -1.68812 1.14868 0.0111
C -0.12866 -0.35639 0.19749 -0.5819
H -0.69806 2.61859 -0.72163 0.0846
O 2.10638 1.09879 -0.18058 -0.5857
H 2.76026 -2.25364 -0.33250 0.0647
```

***

Name the least stable of them. version one.

***

Version one
ORCA calculation (ωB97M-V/def2-TZVPD) on 3 unconnected molecules or ions with the total composition CH5O4.

Net charge: -1
Spin multiplicity: 1
Orbital gap: 9.04 eV

```
10
Properties=species:S:1:pos:R:3:lowdin_charge:R:1
O 2.50983 -0.68461 -1.46294 -0.1211
H 2.82952 -1.03401 -0.61915 0.0132
C -0.37028 -0.92526 0.80983 -0.6719
O -0.17805 -0.64905 -0.40547 -0.1436
H -2.13921 2.38024 -0.19987 0.0228
H -1.18871 1.41932 0.06951 -0.0009
O -1.17441 2.32208 -0.32056 -0.1091
O -1.06822 -0.35097 1.64480 -0.1054
H 0.23561 -1.86749 1.17038 0.1042
H 1.64681 -0.34342 -1.09988 0.0117
```

***

Version two
ORCA calculation (ωB97M-V/def2-TZVPD) on 3 unconnected molecules or ions with the total composition CH5O4.

Net charge: -1
Spin multiplicity: 1
Orbital gap: 9.06 eV

```
10
Properties=species:S:1:pos:R:3:lowdin_charge:R:1
H -1.32517 1.64885 -1.42263 0.0850
H 1.53874 -2.36435 -1.33274 0.0011
O -0.48175 0.22743 2.82061 -0.1168
O -1.68315 0.56818 0.28637 -0.1196
O 2.01056 -1.64553 -1.72801 -0.1013
O 0.06566 0.35681 -1.14512 -0.1242
H 0.12658 0.96700 2.72217 0.0113
C -0.99284 0.87906 -0.71212 -0.6162
H -0.82144 0.20685 1.89337 -0.0114
H 1.56282 -0.84428 -1.38190 -0.0079
```

***

Name the least stable of them. version one.